{
  "formula": "C4H7NO",
  "method": "ωB97M-V/def2-TZVPD",
  "species": ["C", "C", "C", "O", "C", "N", "H", "H", "H", "H", "H", "H", "H"],
  "coordinates": [[1.288, -0.487, -0.136], [0.120, -0.352, -0.882], [-1.292, 0.433, 0.727], [-1.135, -0.251, 1.760], [-0.145, 0.816, -1.666], [-0.422, 1.755, -2.289], [1.790, -1.449, -0.089], [1.933, 0.380, -0.006], [0.959, -0.672, 1.325], [-0.380, -1.255, -1.224], [-2.119, 0.214, 0.044], [-0.832, 1.430, 0.643], [0.235, -0.564, 1.791]],
  "atomic_forces_ev_per_a": [[-0.077, 0.040, -0.065], [0.083, -0.041, -0.013], [-0.039, -0.032, 0.060], [0.210, 0.143, -0.183], [-0.224, 0.769, -0.424], [0.312, -0.840, 0.584], [-0.143, 0.125, 0.031], [-0.085, -0.157, -0.048], [0.154, -0.021, 0.020], [0.006, 0.175, 0.079], [0.134, -0.099, 0.036], [-0.123, -0.129, 0.011], [-0.206, 0.068, -0.088]],
  "mulliken_charge": [-0.632, -0.348, -0.296, -0.488, 0.355, -0.440, 0.325, 0.344, -0.133, 0.300, 0.344, 0.356, 0.313],
  "spin_multiplicity": 1,
  "charge": 0,
  "e_above_lowest_kj_mol": 489.6,
  "homo_lumo_gap_ev": 9.55,
  "fmax_ev_per_a": 1.1,
  "total_energy_ev": -7794.5702
}